Record 1
Density functional theory data (ωB97M-V/def2-TZVPD) for C28H52IN6OYb as an isolated structure.

Results
* Kohn-Sham gap (spin up / spin down): 6.53 / 5.10 eV
* total energy: -2957.7130 Ha
* charge: +2
* relative energy (zero: lowest compared OMol25 entry of this formula, charge and spin): 0.00 kcal/mol
* multiplicity: 2

Geometry (Å):
Yb -1.036 0.885 0.414
C 2.717 1.328 -0.499
C 2.365 2.062 0.739
N 0.987 2.580 0.561
C 0.505 3.381 1.692
C -0.896 4.003 1.551
N -2.004 3.088 1.168
C -2.942 3.768 0.190
C -2.520 3.799 -1.267
C -2.938 2.558 -2.014
N -2.127 1.354 -1.859
C -1.144 1.119 -2.885
C 0.250 1.212 -2.315
N 0.479 0.208 -1.276
C 1.873 0.040 -0.800
H 3.767 0.941 -0.346
H 2.698 1.907 -1.391
H 3.038 2.936 0.792
H 2.450 1.448 1.657
H 0.984 3.201 -0.256
H 1.191 4.245 1.832
H 0.639 2.794 2.646
H -0.821 4.786 0.821
H -1.137 4.607 2.511
H -2.585 3.031 1.979
H -3.064 4.875 0.382
H -3.925 3.289 0.320
H -1.420 3.958 -1.304
H -3.039 4.631 -1.722
H -3.036 2.793 -3.111
H -3.961 2.334 -1.719
H -2.816 0.601 -1.931
H -1.291 1.805 -3.744
H -1.263 0.080 -3.247
H 0.373 2.210 -1.882
H 0.998 1.188 -3.136
H 0.157 -0.758 -1.506
H 2.442 -0.428 -1.612
H 1.894 -0.714 0.028
I 1.363 -3.795 1.470
C 3.111 -2.731 1.282
C 4.083 -3.286 0.434
C 5.422 -3.077 0.780
C 5.689 -2.293 1.913
C 4.752 -1.594 2.619
C 5.102 -0.872 3.838
C 4.145 -0.089 4.438
C 2.880 0.107 3.826
C 2.467 -0.733 2.791
C 3.413 -1.675 2.230
H 3.817 -3.929 -0.436
H 6.290 -3.513 0.253
H 6.741 -2.145 2.224
H 6.077 -0.892 4.257
H 4.375 0.579 5.297
H 2.142 0.781 4.278
N -2.241 -1.415 0.416
C -3.097 -1.679 1.599
C -3.072 -0.491 2.539
C -2.095 -0.511 3.716
C -0.693 -0.997 3.253
N 0.013 -0.197 2.238
H -2.714 -1.753 -0.438
H -1.349 -1.888 0.529
H -2.871 -2.638 2.068
H -4.141 -1.819 1.271
H -4.100 -0.562 2.983
H -3.004 0.485 2.034
H -2.472 -1.227 4.437
H -2.050 0.448 4.205
H -0.711 -2.056 2.921
H -0.118 -1.086 4.190
H 1.290 -0.650 2.324
H 0.148 0.668 2.758
C 0.832 -2.464 -4.001
C -0.497 -2.919 -4.638
O -1.619 -2.228 -4.093
C -2.843 -2.957 -4.551
C -4.025 -2.424 -3.817
H 1.651 -2.888 -4.590
H 0.841 -2.836 -2.938
H 0.964 -1.356 -4.053
H -0.582 -4.031 -4.566
H -0.419 -2.813 -5.739
H -2.742 -4.044 -4.447
H -2.860 -2.766 -5.662
H -4.084 -2.824 -2.775
H -4.929 -2.782 -4.323
H -4.121 -1.287 -3.802


Record 2
Density functional theory data (ωB97M-V/def2-TZVPD) for C28H52IrN10O2S as an isolated structure.

Results
* Kohn-Sham gap: 7.53 eV
* total energy: -2298.4838 Ha
* charge: +1
* relative energy (zero: lowest compared OMol25 entry of this formula, charge and spin): 2.46 kcal/mol

Geometry (Å):
Ir 0.516 -0.495 -0.227
C 0.275 -1.007 5.340
N 0.389 -0.289 4.084
C 0.721 1.114 4.190
C 0.141 -0.901 2.876
N 0.894 -0.690 1.821
C 2.303 -0.305 2.023
C 3.115 -0.882 0.883
N 2.608 -0.289 -0.386
C 3.009 -1.089 -1.558
C 2.263 -0.562 -2.763
N 0.838 -0.273 -2.475
C 0.082 -0.081 -3.511
N -1.295 0.163 -3.419
C -1.580 1.518 -2.973
C -2.175 -0.868 -2.879
N 0.554 -0.084 -4.819
C -0.392 -0.522 -5.842
C 1.441 0.955 -5.336
C 3.042 1.136 -0.527
C 1.861 2.039 -0.850
N 0.756 1.722 0.060
C 0.238 2.722 0.740
N 0.935 3.917 0.888
C 0.274 5.202 0.754
C 2.234 3.955 1.523
N -1.010 2.736 1.262
C -2.056 1.805 0.876
C -1.289 3.402 2.526
N -0.908 -1.736 2.793
C -0.829 -2.998 2.060
C -2.114 -1.556 3.583
H 1.202 -0.893 5.907
H -0.548 -0.634 5.955
H 0.121 -2.066 5.150
H -0.007 1.617 4.834
H 1.716 1.268 4.619
H 0.685 1.574 3.205
H 2.398 0.783 2.009
H 2.691 -0.652 2.981
H 4.186 -0.693 1.005
H 2.948 -1.958 0.821
H 4.092 -1.034 -1.713
H 2.753 -2.127 -1.359
H 2.758 0.356 -3.071
H 2.342 -1.258 -3.599
H -0.973 2.233 -3.533
H -2.628 1.743 -3.171
H -1.385 1.653 -1.901
H -1.623 -1.791 -2.705
H -2.627 -0.542 -1.945
H -2.981 -1.075 -3.587
H -0.913 -1.419 -5.520
H -1.129 0.247 -6.086
H 0.182 -0.764 -6.737
H 1.949 1.498 -4.549
H 2.186 0.528 -6.009
H 0.851 1.688 -5.897
H 3.487 1.444 0.416
H 3.828 1.208 -1.281
H 2.166 3.082 -0.812
H 1.514 1.845 -1.865
H -0.677 5.079 0.243
H 0.095 5.690 1.718
H 0.906 5.865 0.158
H 2.610 2.946 1.676
H 2.959 4.511 0.920
H 2.171 4.442 2.503
H -2.029 0.889 1.464
H -3.018 2.297 1.028
H -1.965 1.528 -0.167
H -0.432 3.966 2.879
H -2.141 4.076 2.418
H -1.546 2.654 3.281
H 0.114 -3.054 1.516
H -0.891 -3.827 2.773
H -1.658 -3.090 1.353
H -2.161 -0.547 3.986
H -2.975 -1.709 2.930
H -2.175 -2.276 4.404
O -3.611 -1.003 -0.068
C -2.489 -1.488 -0.100
O -1.451 -0.802 0.250
C -2.303 -2.941 -0.425
C -3.455 -3.730 -0.410
C -3.397 -5.094 -0.614
C -2.163 -5.691 -0.848
C -1.013 -4.928 -0.864
C -1.060 -3.545 -0.650
S 0.520 -2.766 -0.752
H -4.398 -3.230 -0.235
H -4.299 -5.690 -0.587
H -2.097 -6.759 -1.015
H -0.053 -5.397 -1.044